Density functional theory data (wB97M-V/def2-TZVPD) for a molecular structure, C26H32BrO4Pt.

**Multiplicity**: 5
**Total charge**: +1
**F_max**: 2.1 eV/Å
**Relative energy (zero: lowest compared OMol25 entry of this formula, charge and spin)**: 0.000 eV
**HOMO (spin up / spin down)**: -10.73 / -11.51 eV

Atoms and positions in Å:
H  -2.113  -0.771  -4.661
H  -1.441  2.802  -3.816
H  -2.606  0.887  -5.172
H  -1.344  -2.603  0.885
C  1.105  2.075  1.368
H  0.816  -3.267  -7.255
C  0.455  -0.951  -9.186
H  2.987  -0.093  -0.464
C  0.356  0.482  -4.714
C  2.092  0.957  1.333
C  1.539  -2.943  3.348
H  2.731  0.678  2.164
C  0.110  -0.398  -7.799
H  -1.896  -0.857  2.891
C  -1.476  -1.528  0.749
C  1.386  -2.335  -7.401
H  0.128  2.523  -3.051
C  1.914  -4.525  5.196
H  1.960  -5.050  3.126
C  -1.952  0.721  1.230
H  1.039  1.292  -4.947
H  0.214  3.276  -0.299
H  0.993  -1.537  -4.082
H  1.332  -2.928  -9.495
C  -1.731  -0.591  1.849
H  1.211  -1.434  6.408
H  0.879  2.656  2.263
H  -1.943  -1.323  -1.427
H  2.156  -5.536  5.519
H  1.835  -3.684  7.204
C  2.295  0.652  -0.083
C  -1.827  -0.848  -0.461
H  1.602  -0.206  -3.011
C  1.517  -2.026  -8.908
O  -0.449  -0.398  -2.964
H  -0.976  -0.254  -7.640
C  1.756  -2.810  1.849
H  -2.935  0.298  -3.511
H  -2.167  1.643  1.773
H  2.505  -1.619  -9.143
O  0.633  -1.283  -6.758
H  -0.421  -1.397  -9.663
Br  0.638  -0.117  3.949
C  1.389  -2.225  5.681
O  2.255  -3.792  1.305
H  -1.373  2.101  -2.181
H  -2.531  1.220  -0.876
C  0.823  2.432  0.021
C  0.805  -0.544  -3.672
H  0.591  0.589  -7.663
C  1.798  -4.247  3.838
C  -0.882  2.103  -3.163
C  -2.118  0.504  -0.172
O  1.487  -1.734  1.151
C  1.730  -3.504  6.135
C  1.575  1.591  -0.842
C  1.273  -1.953  4.315
Pt  0.288  -0.118  1.408
H  0.854  -0.145  -9.806
H  1.686  1.733  -1.913
H  -0.040  0.022  -5.610
C  -0.869  0.723  -3.798
H  2.361  -2.449  -6.901
C  -2.217  0.275  -4.342